Record 1
This record from the Open Molecules 2025 dataset describes a cluster of 2 separate species, CH7IN3 in total in a non-equilibrium geometry. The level of theory is ωB97M-V/def2-TZVPD.

Results
- energy above the lowest of the compared OMol25 structures with the same formula, charge and spin (kJ/mol) = 440.7
- 2S+1 = 1
- E_HOMO (spin up / spin down) (eV) = -12.76 / -12.76
- total energy (Eh) = -503.88812
- total charge = +1
- lowest unoccupied orbital energy (spin up / spin down) (eV) = -4.2 / -4.2

Each line ends with the Löwdin charge.
Atoms and positions in Å:
I -2.39 -0.25 -0.07  0.9360
N 1.03 -0.37 0.15  -0.0978
N 0.74 -1.82 -0.16  0.0313
N -0.60 2.16 -0.34  0.0876
C -0.80 1.11 0.47  -0.5344
H 1.32 -0.41 1.14  0.0232
H 0.99 -1.89 -1.22  0.1946
H 0.07 2.83 -0.22  0.0872
H 1.28 -2.50 0.29  0.1314
H -0.91 2.04 -1.33  0.1277
H -0.23 -1.99 -0.14  0.0010
H -0.49 1.09 1.42  0.0120

=====

Record 2
This record from the Open Molecules 2025 dataset describes the molecule C14H26N2O2. The level of theory is ωB97M-V/def2-TZVPD.

Results
- energy above the lowest of the compared OMol25 structures with the same formula, charge and spin (kJ/mol) = 0.0
- 2S+1 = 1
- E_HOMO (eV) = -9.44
- total energy (Eh) = -809.10227
- total charge = 0
- lowest unoccupied orbital energy (eV) = 0.8

Each line ends with the Löwdin charge.
Atoms and positions in Å:
O 1.94 0.27 2.02  0.0731
O 0.47 -0.70 -3.15  0.0646
N 0.63 -1.36 1.13  -0.0691
N 0.00 0.49 -1.29  0.0880
C -0.32 -1.47 2.21  -0.1361
C 1.67 -0.51 1.13  -0.4835
C -2.32 -0.43 4.33  -0.0749
C -1.60 -0.66 1.92  -0.1674
C -2.72 -0.91 2.93  -0.4429
C 1.24 2.93 -2.53  -0.2577
C -3.99 -0.19 2.48  -0.0835
C 2.42 -0.69 -0.18  -0.0273
C -0.15 2.88 -1.89  -0.1942
C -0.80 1.50 -1.95  -0.1764
C 1.44 -1.45 -1.08  -0.1769
C 0.53 -2.17 -0.06  -0.0931
C 0.60 -0.51 -1.96  -0.4730
C 1.23 2.59 -4.02  -0.1016
H -1.34 0.40 1.91  0.1240
H -0.57 -2.52 2.36  0.1350
H -0.06 3.19 -0.84  0.1078
H 2.75 0.26 -0.59  0.1217
H -1.48 -1.01 4.72  0.0707
H -2.04 0.62 4.31  0.0862
H -0.80 3.59 -2.39  0.1112
H 1.93 -2.15 -1.75  0.1471
H 1.91 2.24 -2.01  0.0915
H -1.96 -0.93 0.92  0.1099
H -4.80 -0.38 3.17  0.0750
H -4.29 -0.54 1.49  0.0744
H -3.82 0.88 2.43  0.0809
H 3.31 -1.29 0.02  0.1323
H 0.97 1.54 -4.17  0.0539
H 0.19 0.64 -0.32  0.1292
H -0.92 1.18 -2.99  0.1158
H 0.51 3.21 -4.54  0.0752
H -0.50 -2.24 -0.41  0.1306
H 0.90 -3.19 0.14  0.1321
H 2.21 2.77 -4.45  0.0705
H 1.64 3.94 -2.39  0.1043
H -3.16 -0.55 5.01  0.0764
H -1.79 1.54 -1.48  0.1187
H 0.17 -1.08 3.10  0.1228
H -2.92 -1.98 2.97  0.1350

=====

Record 3
This record from the Open Molecules 2025 dataset describes a structure of composition C19H50AlN8O4P2 in a non-equilibrium geometry. The level of theory is ωB97M-V/def2-TZVPD.

Results
- 2S+1 = 1
- E_HOMO (eV) = -4.62
- total energy (Eh) = -2418.13938
- total charge = -1
- lowest unoccupied orbital energy (eV) = 2.3

Each line ends with the Löwdin charge.
Atoms and positions in Å:
P 1.54 -5.52 0.29  0.6655
P -2.88 5.11 -1.09  0.6599
Al -1.02 0.74 1.58  0.2044
O 3.47 0.71 -0.70  0.0821
O -2.41 3.70 -1.05  -0.2844
O 0.92 2.44 4.03  0.0370
O 1.65 -4.39 1.26  -0.2841
N 3.14 0.31 1.58  -0.0959
N -2.12 5.63 -2.55  -0.3282
N 1.35 -6.81 1.43  -0.3313
N -4.57 4.90 -1.34  -0.2949
N 2.11 -6.63 -0.93  -0.2758
N -2.96 6.74 -0.49  -0.2798
N 0.04 -5.13 -0.44  -0.2912
N -1.04 2.38 2.66  0.0425
C 1.84 -0.35 1.28  -0.2598
C 0.80 0.58 0.65  -0.2668
C 0.29 -7.79 1.33  -0.1521
C 3.65 1.02 0.46  -0.5193
C -0.05 2.41 3.35  -0.5551
C 2.58 -5.92 -2.14  -0.1288
C -0.86 -6.03 -1.13  -0.1366
C 4.20 -0.69 1.89  -0.2435
C 3.84 -1.54 3.10  -0.0814
C 0.05 -3.82 -1.09  -0.1183
C -5.48 5.90 -1.86  -0.1455
C 3.24 -7.49 -0.51  -0.1324
C -2.82 6.34 -3.60  -0.1579
C 1.60 -6.49 2.83  -0.1382
C -5.23 4.06 -0.34  -0.1299
C 4.46 2.26 0.80  -0.0053
C -1.15 4.71 -3.14  -0.1346
C -1.67 7.46 -0.48  -0.1305
C -3.45 6.78 0.91  -0.1276
H 5.47 2.08 0.45  0.0747
H 2.99 -6.63 -2.86  0.0764
H 5.13 -0.13 2.05  0.1095
H 2.49 -5.88 2.94  0.0681
H -0.97 -3.48 -1.29  0.0849
H 3.56 -8.10 -1.36  0.0759
H 4.10 -6.91 -0.16  0.0865
H -4.49 6.46 0.97  0.0555
H 0.51 -3.05 -0.47  0.0681
H 4.53 2.37 1.88  0.0741
H -3.43 7.80 1.28  0.0756
H 0.58 -3.83 -2.05  0.0651
H -0.69 -7.36 1.55  0.0836
H -2.86 6.15 1.58  0.0926
H -6.21 3.75 -0.70  0.0751
H 2.04 -1.24 0.67  0.0999
H -4.65 3.15 -0.16  0.0765
H -0.49 -6.38 -2.11  0.0776
H -3.54 5.70 -4.13  0.0822
H 4.03 3.14 0.34  0.0806
H -6.44 5.43 -2.10  0.0776
H 1.75 -5.42 -2.65  0.0566
H -2.10 6.72 -4.33  0.0741
H 1.16 1.60 0.52  0.0450
H 1.77 -7.41 3.39  0.0743
H -3.33 7.22 -3.21  0.0676
H -1.63 3.89 -3.67  0.0853
H -1.30 7.63 -1.49  0.0654
H -1.81 8.44 -0.03  0.0749
H -1.43 -0.57 2.43  -0.1187
H -5.37 4.57 0.62  0.0658
H -1.11 -6.91 -0.53  0.0452
H 0.56 0.17 -0.33  0.0337
H 3.22 -0.94 3.76  0.0810
H -2.15 0.98 0.44  -0.1190
H 0.47 -8.60 2.04  0.0746
H -0.90 6.93 0.08  0.0901
H 4.36 -1.30 0.99  0.1164
H -0.51 5.26 -3.84  0.0740
H -0.50 4.29 -2.38  0.0741
H -5.69 6.72 -1.15  0.0762
H 3.28 -2.41 2.76  0.0583
H 3.35 -5.17 -1.92  0.0890
H 1.45 -0.73 2.22  0.0825
H -1.81 -5.52 -1.30  0.0825
H -5.13 6.34 -2.79  0.0412
H 0.76 -5.96 3.28  0.0881
H 2.95 -8.18 0.28  0.0660
H 0.28 -8.27 0.34  0.0699
H 4.73 -1.91 3.61  0.0635

=====

Record 4
This record from the Open Molecules 2025 dataset describes a structure of composition C18H62F3O16Y in a non-equilibrium geometry. The level of theory is ωB97M-V/def2-TZVPD.

Results
- 2S+1 = 1
- E_HOMO (eV) = -13.39
- total energy (Eh) = -2263.92189
- total charge = +2
- lowest unoccupied orbital energy (eV) = -8.9

Each line ends with the Löwdin charge.
Atoms and positions in Å:
Y 1.35 -3.76 -1.59  2.0742
F -3.12 -1.49 -0.06  0.1457
F -2.27 0.23 0.89  0.1819
F -2.13 -1.72 1.80  0.1526
O -3.54 4.02 -1.62  -0.1095
O 2.95 4.28 -2.21  -0.1364
O -5.37 -3.69 -3.10  -0.1311
O -0.42 -0.79 4.75  -0.0912
O 2.73 -3.15 0.35  -0.2574
O 2.29 -1.64 -2.00  -0.2401
O -0.37 -2.52 -0.61  -0.2714
O -5.73 2.57 2.40  -0.1406
O -3.15 1.33 -2.80  -0.1492
O 0.33 -0.55 0.25  -0.1023
O 5.62 -0.46 4.09  -0.0898
O 1.38 5.67 2.42  -0.1102
O 5.38 -2.93 0.55  -0.1230
O -4.21 -4.51 4.01  -0.1119
O 1.69 0.41 -3.71  -0.1288
O -0.56 -1.38 -4.97  -0.1313
C 2.13 4.47 2.24  -0.1584
C -4.22 -4.49 2.60  -0.1779
C -1.55 -1.45 -3.93  -0.1369
C -6.16 -3.33 -1.98  -0.1646
C -3.20 3.44 -0.37  -0.1541
C -0.81 -1.24 -0.25  -0.3321
C 1.99 1.19 0.22  -0.0407
C 0.60 0.75 -0.24  -0.2403
C 2.15 -2.68 1.61  -0.0513
C 2.81 1.21 -4.13  -0.0941
C 0.33 0.02 3.87  -0.1627
C -4.37 0.63 -2.60  -0.1346
C -4.92 1.87 3.34  -0.1406
C 5.80 -1.60 0.86  -0.0899
C -2.06 -1.05 0.63  -0.5503
C 4.25 -0.29 3.80  -0.1924
C 3.71 -1.56 -2.11  -0.1009
C 4.31 4.01 -1.85  -0.1543
H 0.61 0.87 -1.33  0.1129
H 4.52 3.30 -1.05  0.0678
H 3.10 4.47 2.74  0.0806
H 3.69 -1.23 3.83  0.0666
H -1.54 -2.38 -3.37  0.0682
H -4.29 -3.45 2.29  0.0661
H 5.45 -3.56 1.28  0.1181
H 2.20 2.11 -0.33  0.0738
H 0.08 1.06 4.12  0.0893
H 0.10 -0.14 2.81  0.0543
H -0.13 1.51 0.06  0.1220
H 1.08 -2.86 1.51  0.0771
H -2.49 -1.40 -4.50  0.0987
H 4.16 -0.75 -1.54  0.0977
H -4.02 2.88 0.09  0.0733
H -3.30 2.19 -2.38  0.0208
H 2.91 1.26 -5.21  0.1017
H 1.95 -0.76 -2.33  0.0894
H 3.70 0.27 4.57  0.0849
H -4.94 1.07 -1.77  0.0849
H 6.27 -1.52 1.83  0.0897
H 3.01 4.42 -3.16  0.0664
H 1.45 3.70 2.62  0.0674
H -4.64 0.92 2.84  0.0613
H 4.18 -2.52 -1.90  0.0860
H 4.79 3.64 -2.77  0.0740
H 4.02 -1.32 -3.14  0.0995
H -4.93 0.66 -3.54  0.0869
H -4.04 2.40 3.70  0.0788
H -4.01 4.84 -1.43  0.0960
H 1.12 0.39 -4.48  0.0811
H -5.92 -3.97 -3.83  0.0750
H 1.42 -0.04 3.94  0.0554
H -1.34 -0.72 4.48  0.0766
H 6.50 -1.33 0.07  0.0970
H -2.37 2.74 -0.45  0.0586
H -3.21 -4.76 2.25  0.0682
H 0.79 5.74 1.67  0.0726
H -1.58 -0.56 -3.29  0.0589
H 4.83 4.95 -1.66  0.0843
H -0.78 -0.58 -5.46  0.0852
H -0.98 -0.83 -1.25  0.1349
H -4.13 -0.39 -2.29  0.0569
H -6.54 2.11 2.18  0.0719
H 2.38 4.31 1.19  0.0608
H 4.99 -0.86 0.78  0.0626
H -4.88 -5.22 2.13  0.0800
H -7.07 -2.84 -2.36  0.0848
H -5.62 -2.65 -1.32  0.0615
H 1.98 1.51 1.27  0.0676
H 3.72 -3.04 0.45  0.0452
H -5.64 1.56 4.11  0.0818
H -3.01 4.20 0.39  0.0895
H -6.46 -4.17 -1.35  0.0763
H 2.78 0.44 0.14  0.0545
H 3.75 0.88 -3.70  0.0739
H 2.41 -1.66 1.88  0.0751
H -4.92 -3.97 4.37  0.0785
H 4.01 0.09 2.80  0.0585
H 2.49 -3.35 2.40  0.1067
H 6.06 0.29 3.67  0.0886
H 2.68 2.24 -3.79  0.0692

=====

Record 5
This record from the Open Molecules 2025 dataset describes a cluster of 2 separate species, C6H15NO in total in a non-equilibrium geometry. The level of theory is ωB97M-V/def2-TZVPD.

Results
- energy above the lowest of the compared OMol25 structures with the same formula, charge and spin (kJ/mol) = 141.2
- 2S+1 = 1
- E_HOMO (eV) = -8.77
- total energy (Eh) = -367.57753
- total charge = 0
- lowest unoccupied orbital energy (eV) = 0.9

Each line ends with the Löwdin charge.
Atoms and positions in Å:
O 1.44 3.09 0.31  -0.0583
N -0.17 -0.03 0.42  -0.1667
C -1.10 -1.19 0.55  -0.1587
C 1.19 -0.52 0.27  -0.2848
C -1.67 -1.46 -0.86  -0.1706
C -0.64 0.76 -0.72  -0.1920
C 1.78 -1.04 1.58  -0.0923
C -1.44 -0.17 -1.66  -0.1511
H 1.84 0.30 -0.04  0.0928
H -0.86 -0.32 -2.57  0.1033
H -2.40 0.22 -1.92  0.0921
H 1.48 -0.38 2.40  0.0768
H 0.23 1.13 -1.25  0.1033
H -2.73 -1.71 -0.74  0.1045
H -0.63 -2.11 0.88  0.1039
H 1.45 -2.04 1.87  0.0622
H -1.83 -0.86 1.27  0.1085
H -1.24 1.61 -0.41  0.1075
H 1.99 2.31 0.41  0.0105
H 1.34 -1.30 -0.48  0.1200
H 0.61 2.79 0.71  0.0337
H -1.28 -2.34 -1.29  0.0854
H 2.87 -1.03 1.52  0.0701

=====

Record 6
This record from the Open Molecules 2025 dataset describes a cluster of 2 separate species, C2H6NO4S in total in a non-equilibrium geometry. The level of theory is ωB97M-V/def2-TZVPD.

Results
- energy above the lowest of the compared OMol25 structures with the same formula, charge and spin (kJ/mol) = 344.9
- 2S+1 = 1
- E_HOMO (spin up / spin down) (eV) = -4.09 / -2.89
- total energy (Eh) = -833.61496
- total charge = -1
- lowest unoccupied orbital energy (spin up / spin down) (eV) = 3.9 / 4.0

Each line ends with the Löwdin charge.
Atoms and positions in Å:
S -0.32 -0.18 -1.87  0.5073
O -1.71 -0.62 -1.86  -0.3953
O -0.04 1.00 -2.68  -0.4089
O 0.11 -0.33 1.29  -0.2755
O 0.81 -1.12 -1.85  -0.3951
N -0.09 0.89 0.56  -0.0863
C -0.91 -1.28 1.14  -0.1480
C 1.24 1.44 0.49  -0.1852
H -0.66 -1.72 0.21  0.0295
H -0.86 -2.07 1.86  0.0531
H 1.86 0.62 0.30  0.0486
H -2.00 -0.94 1.34  0.1120
H 1.44 2.18 1.38  0.0980
H 1.13 2.12 -0.31  0.0458

=====

Record 7
This record from the Open Molecules 2025 dataset describes the molecule C4H8O in a non-equilibrium geometry. The level of theory is ωB97M-V/def2-TZVPD.

Results
- energy above the lowest of the compared OMol25 structures with the same formula, charge and spin (kJ/mol) = 232.8
- 2S+1 = 1
- E_HOMO (eV) = -9.67
- total energy (Eh) = -232.35697
- total charge = 0
- lowest unoccupied orbital energy (eV) = 0.8

Each line ends with the Löwdin charge.
Atoms and positions in Å:
O 0.37 2.04 0.72  0.0040
C -0.01 -0.04 -0.27  -0.2051
C -1.49 0.50 0.63  -0.0242
C 0.86 1.08 0.18  -0.2884
C 0.88 -1.40 -0.56  -0.0632
H -1.40 0.37 1.71  0.0545
H -2.32 -0.04 0.21  0.0355
H 1.21 -1.48 -1.63  0.0721
H -1.80 1.58 0.56  0.0756
H 1.84 -1.47 -0.01  0.0604
H 0.35 -2.33 -0.37  0.0525
H -0.45 0.17 -1.24  0.1027
H 1.97 1.01 0.08  0.1237

=====

Record 8
This record from the Open Molecules 2025 dataset describes a structure of composition C21H12CoF3N6O2S3 in a non-equilibrium geometry. The level of theory is ωB97M-V/def2-TZVPD.

Results
- energy above the lowest of the compared OMol25 structures with the same formula, charge and spin (kJ/mol) = 122.6
- 2S+1 = 2
- E_HOMO (spin up / spin down) (eV) = -3.74 / -3.96
- total energy (Eh) = -4163.56341
- ⟨S²⟩ = 0.836
- total charge = -1
- lowest unoccupied orbital energy (spin up / spin down) (eV) = 0.9 / 0.9

Each line ends with the Löwdin charge.
Atoms and positions in Å:
Co -2.13 -0.20 0.01  0.2320
S -4.14 1.00 4.05  0.3468
S -4.25 0.25 1.20  0.5157
S -1.68 0.78 2.43  0.5784
F -1.66 0.74 -3.81  0.1137
F -1.52 -1.25 -4.65  0.1316
F -0.72 -0.86 -2.69  0.1080
O -3.19 -0.98 -1.61  -0.0690
O -4.06 -1.12 -3.69  0.0566
N -1.97 1.52 -0.73  0.0380
N 6.66 0.59 1.04  0.0509
N -1.12 -4.24 2.07  0.0832
N -0.33 -0.05 0.20  -0.0300
N -1.84 -1.87 0.79  0.0296
N -1.39 3.99 -1.89  0.0897
C -0.22 -3.33 1.76  -0.0665
C 5.94 1.52 0.42  -0.1475
C -2.92 2.28 -1.26  -0.0672
C -3.17 -0.93 -2.87  -0.5811
C 5.99 -0.46 1.49  -0.1479
C -2.63 3.50 -1.84  -0.0908
C 1.72 -0.96 0.92  0.0713
C -0.44 3.24 -1.35  -0.0638
C 0.28 1.08 -0.21  -0.1908
C -2.75 -2.79 1.11  -0.0633
C 4.63 -0.64 1.35  -0.0136
C 0.36 -1.06 0.75  -0.1954
C -1.76 -0.58 -3.51  -0.5191
C 1.64 1.23 -0.05  0.0729
C -3.37 0.64 2.61  -1.8504
C -0.70 2.00 -0.78  -0.1560
C -0.54 -2.14 1.12  -0.1599
C 4.57 1.44 0.22  -0.0138
C 2.40 0.20 0.52  -0.1225
C 3.86 0.33 0.69  -0.1522
C -2.38 -3.97 1.74  -0.0903
H -3.93 1.90 -1.22  0.1088
H 4.18 -1.53 1.75  0.0987
H 6.49 2.38 0.05  0.1039
H -3.41 4.11 -2.29  0.1104
H 0.57 3.63 -1.39  0.1145
H 2.25 -1.79 1.35  0.1044
H 6.59 -1.22 1.99  0.1040
H -3.77 -2.57 0.84  0.1021
H -3.13 -4.71 2.01  0.1090
H 4.08 2.24 -0.31  0.0986
H 2.10 2.15 -0.38  0.1045
H 0.81 -3.53 2.04  0.1139

=====

Which of these has the highest total charge?
C18H62F3O16Y